{"formula": "C21H70N14O21", "method": "ωB97M-V/def2-TZVPD", "lumo_energy_ev": -0.300, "multiplicity": 1, "largest_force_ev_per_a": 6.367, "molar_mass_g_mol": 854.87, "orbital_gap_ev": 9.06, "symbols": ["C", "O", "N", "N", "H", "H", "H", "H", "C", "O", "N", "N", "H", "H", "H", "H", "C", "O", "N", "N", "H", "H", "H", "H", "C", "O", "N", "N", "H", "H", "H", "H", "C", "O", "N", "N", "H", "H", "H", "H", "C", "O", "N", "N", "H", "H", "H", "H", "C", "O", "N", "N", "H", "H", "H", "H", "C", "C", "O", "O", "H", "H", "H", "H", "H", "H", "C", "C", "O", "O", "H", "H", "H", "H", "H", "H", "C", "C", "O", "O", "H", "H", "H", "H", "H", "H", "C", "C", "O", "O", "H", "H", "H", "H", "H", "H", "C", "C", "O", "O", "H", "H", "H", "H", "H", "H", "C", "C", "O", "O", "H", "H", "H", "H", "H", "H", "C", "C", "O", "O", "H", "H", "H", "H", "H", "H"], "positions_angstrom": [[-3.431, 2.378, -2.427], [-4.020, 2.850, -3.317], [-3.608, 1.229, -1.868], [-2.429, 2.980, -1.813], [-2.790, 0.686, -1.633], [-4.324, 0.738, -2.385], [-1.843, 2.689, -1.043], [-2.102, 3.883, -2.125], [0.474, 5.809, 2.080], [0.197, 5.436, 3.196], [0.714, 7.008, 1.755], [0.332, 5.075, 0.977], [0.792, 7.167, 0.760], [0.684, 7.764, 2.425], [0.340, 4.066, 1.027], [0.149, 5.477, 0.069], [2.794, -1.588, 3.192], [2.666, -2.740, 3.429], [3.874, -0.864, 3.400], [1.823, -0.780, 2.905], [4.597, -1.401, 3.856], [4.002, 0.131, 3.278], [1.877, 0.223, 2.802], [0.989, -1.348, 2.939], [2.955, 2.702, 2.740], [2.433, 1.955, 3.535], [2.734, 2.737, 1.461], [3.804, 3.652, 3.130], [3.411, 3.232, 0.898], [2.024, 2.115, 1.103], [4.135, 4.390, 2.526], [3.864, 3.677, 4.138], [-2.928, -4.770, -1.857], [-2.232, -4.676, -2.876], [-2.808, -3.825, -0.956], [-3.820, -5.670, -1.536], [-2.337, -2.971, -1.218], [-3.195, -3.985, -0.037], [-4.488, -5.479, -0.803], [-3.991, -6.287, -2.317], [4.608, -0.773, -0.892], [5.272, -0.838, -1.908], [3.266, -0.633, -0.821], [5.083, -1.076, 0.358], [2.958, -0.341, -1.738], [2.813, -0.658, 0.081], [6.053, -1.279, 0.556], [4.514, -1.184, 1.185], [-2.173, -1.327, -3.920], [-2.043, -1.227, -2.702], [-2.160, -2.438, -4.564], [-2.398, -0.384, -4.737], [-2.213, -3.294, -4.031], [-2.269, -2.412, -5.568], [-2.506, 0.586, -4.478], [-2.499, -0.767, -5.666], [1.997, -0.983, -4.965], [3.439, -0.461, -5.284], [4.393, -1.267, -4.707], [1.535, -0.768, -3.628], [1.961, -2.045, -5.209], [1.182, -0.624, -5.594], [3.765, 0.526, -4.956], [3.527, -0.458, -6.370], [4.491, -1.089, -3.769], [0.576, -0.718, -3.619], [-5.249, 0.659, 1.730], [-4.780, -0.604, 1.022], [-3.450, -0.381, 0.730], [-5.151, 1.740, 0.808], [-4.721, 0.887, 2.657], [-6.261, 0.455, 2.079], [-5.265, -0.634, 0.047], [-4.973, -1.577, 1.474], [-3.488, 0.578, 0.704], [-5.325, 2.572, 1.256], [1.079, -4.517, 1.155], [0.001, -5.364, 0.633], [0.583, -6.480, 0.017], [1.926, -3.839, 0.130], [1.647, -5.048, 1.919], [0.653, -3.641, 1.643], [-0.511, -4.746, -0.105], [-0.780, -5.572, 1.364], [0.730, -6.279, -0.910], [2.830, -3.924, 0.442], [-2.045, -2.310, 3.959], [-2.540, -3.388, 3.033], [-3.559, -4.241, 3.492], [-3.205, -1.578, 4.362], [-1.217, -1.685, 3.622], [-1.637, -2.781, 4.853], [-1.741, -3.914, 2.511], [-2.883, -2.787, 2.190], [-3.439, -5.157, 3.228], [-3.959, -2.147, 4.191], [3.274, 3.384, -1.742], [3.749, 3.322, -3.196], [4.299, 4.635, -3.538], [4.297, 3.680, -0.805], [2.847, 2.437, -1.411], [2.426, 4.066, -1.691], [2.794, 3.184, -3.702], [4.398, 2.506, -3.512], [3.818, 5.108, -4.221], [4.441, 4.621, -0.928], [0.163, 0.408, -0.699], [0.013, -1.132, -0.213], [-0.884, -1.492, 0.860], [0.506, 1.215, 0.311], [-0.781, 0.685, -1.169], [0.993, 0.353, -1.404], [0.974, -1.539, 0.101], [-0.418, -1.676, -1.054], [-1.734, -1.061, 0.745], [-0.309, 1.610, 0.630], [-1.432, 1.585, 2.502], [-0.696, 2.467, 3.675], [-1.531, 3.357, 4.288], [-1.820, 2.310, 1.309], [-2.389, 1.440, 3.003], [-0.842, 0.687, 2.318], [0.217, 2.953, 3.332], [-0.247, 1.789, 4.401], [-1.667, 3.928, 3.529], [-2.221, 3.140, 1.577]]}



{"formula": "C24H30N5RuS2Si", "method": "ωB97M-V/def2-TZVPD", "lumo_energy_ev": [-2.781, -4.736], "multiplicity": 5, "largest_force_ev_per_a": 3.550, "s_squared": 6.091, "total_charge": 1, "molar_mass_g_mol": 581.83, "orbital_gap_ev": [7.53, 6.35], "symbols": ["Ru", "C", "C", "N", "C", "S", "N", "N", "C", "C", "C", "C", "C", "C", "C", "N", "H", "H", "H", "H", "H", "H", "H", "H", "H", "H", "H", "H", "H", "C", "Si", "C", "C", "C", "C", "C", "C", "N", "C", "S", "H", "H", "H", "H", "H", "H", "H", "H", "H", "H", "H", "H", "C", "C", "C", "C", "C", "C", "H", "H", "H", "H", "H"], "positions_angstrom": [[9.544, 11.584, 10.139], [7.319, 12.991, 4.315], [7.876, 13.849, 5.449], [9.013, 13.189, 6.265], [8.954, 12.966, 7.572], [10.458, 12.269, 8.184], [7.885, 13.351, 8.299], [8.099, 13.002, 9.617], [7.342, 13.433, 10.615], [6.253, 14.379, 10.380], [7.832, 13.221, 11.947], [7.588, 14.091, 13.033], [8.611, 14.282, 13.978], [9.821, 13.600, 13.880], [9.953, 12.630, 12.941], [8.885, 12.159, 12.100], [6.842, 13.705, 3.721], [6.564, 12.174, 4.563], [8.145, 12.527, 3.713], [7.192, 14.248, 6.180], [8.345, 14.647, 4.992], [9.840, 12.779, 5.834], [5.371, 14.023, 10.924], [5.941, 14.402, 9.374], [6.395, 15.405, 10.695], [6.891, 14.917, 13.009], [8.520, 15.076, 14.713], [10.514, 14.091, 14.501], [10.931, 12.106, 12.729], [13.658, 8.224, 8.095], [12.480, 7.064, 8.983], [12.997, 6.975, 10.752], [12.730, 5.323, 8.336], [10.753, 7.769, 8.911], [9.768, 7.141, 8.162], [8.513, 7.696, 8.036], [8.220, 8.900, 8.616], [9.089, 9.438, 9.387], [10.371, 8.984, 9.466], [11.320, 10.086, 10.491], [14.642, 8.052, 8.489], [13.509, 9.265, 8.364], [13.670, 8.270, 7.006], [13.854, 6.333, 10.819], [12.204, 6.504, 11.324], [13.236, 7.952, 11.165], [13.792, 5.191, 8.081], [12.043, 4.986, 7.569], [12.470, 4.688, 9.258], [9.984, 6.254, 7.653], [7.802, 7.183, 7.364], [7.272, 9.456, 8.412], [7.362, 8.459, 13.662], [8.635, 8.904, 13.930], [9.143, 10.089, 13.485], [8.391, 10.889, 12.634], [7.063, 10.463, 12.365], [6.537, 9.272, 12.875], [7.018, 7.476, 13.995], [9.332, 8.230, 14.507], [10.108, 10.364, 13.826], [6.445, 11.087, 11.704], [5.572, 8.908, 12.599]]}



{"formula": "C2H7OS", "method": "ωB97M-V/def2-TZVPD", "lumo_energy_ev": 3.981, "multiplicity": 1, "largest_force_ev_per_a": 1.491, "total_charge": -1, "molar_mass_g_mol": 79.14, "orbital_gap_ev": 6.88, "symbols": ["S", "H", "C", "O", "C", "H", "H", "H", "H", "H", "H"], "positions_angstrom": [[0.402, -3.438, -0.199], [-0.041, -2.614, -1.168], [-0.583, 0.422, 0.213], [-0.037, -0.565, 1.004], [0.462, 1.497, -0.133], [-1.093, 0.035, -0.682], [-1.396, 0.918, 0.755], [0.112, -1.447, 0.567], [1.376, 1.110, -0.581], [-0.002, 2.330, -0.651], [0.800, 1.751, 0.875]]}



{"formula": "C12H38ClO17", "method": "ωB97M-V/def2-TZVPD", "lumo_energy_ev": 2.305, "multiplicity": 1, "largest_force_ev_per_a": 1.538, "total_charge": -1, "molar_mass_g_mol": 489.87, "orbital_gap_ev": 9.59, "symbols": ["Cl", "O", "O", "O", "O", "O", "H", "H", "C", "C", "O", "O", "H", "H", "H", "H", "H", "H", "C", "C", "O", "O", "H", "H", "H", "H", "H", "H", "C", "C", "O", "O", "H", "H", "H", "H", "H", "H", "C", "C", "O", "O", "H", "H", "H", "H", "H", "H", "C", "C", "O", "O", "H", "H", "H", "H", "H", "H", "C", "C", "O", "O", "H", "H", "H", "H", "H", "H"], "positions_angstrom": [[-10.190, 6.788, 17.698], [-9.576, 6.251, 18.882], [-10.261, 8.227, 17.837], [-9.420, 6.494, 16.504], [-11.505, 6.239, 17.485], [-9.556, 10.117, 19.960], [-9.916, 9.268, 19.671], [-8.836, 9.886, 20.553], [-13.572, 8.627, 19.770], [-14.569, 8.498, 18.670], [-14.033, 7.994, 17.487], [-13.090, 7.324, 20.149], [-13.997, 9.120, 20.647], [-12.704, 9.200, 19.431], [-15.058, 9.474, 18.552], [-15.418, 7.882, 19.021], [-13.502, 7.218, 17.715], [-12.164, 7.295, 19.890], [-10.830, 8.054, 13.904], [-9.608, 8.431, 13.123], [-9.901, 8.244, 11.715], [-11.994, 8.661, 13.366], [-10.702, 8.324, 14.954], [-10.962, 6.965, 13.956], [-8.758, 7.785, 13.370], [-9.240, 9.445, 13.301], [-9.360, 8.859, 11.215], [-11.853, 8.657, 12.412], [-7.973, 5.168, 21.912], [-9.256, 4.416, 21.676], [-9.561, 3.478, 22.703], [-8.109, 5.885, 23.145], [-7.800, 5.849, 21.072], [-7.068, 4.550, 21.994], [-9.270, 3.983, 20.674], [-10.052, 5.156, 21.769], [-8.812, 2.880, 22.795], [-7.275, 6.305, 23.369], [-7.140, 1.598, 15.283], [-7.430, 2.707, 16.277], [-7.576, 3.929, 15.582], [-5.848, 1.013, 15.432], [-7.266, 2.011, 14.275], [-7.874, 0.796, 15.342], [-6.652, 2.755, 17.047], [-8.360, 2.485, 16.817], [-8.149, 4.569, 16.021], [-5.213, 1.655, 15.100], [-5.019, 5.304, 17.031], [-5.851, 5.721, 18.221], [-5.575, 4.951, 19.364], [-3.611, 5.565, 17.228], [-5.337, 5.800, 16.109], [-5.098, 4.251, 16.758], [-6.892, 5.588, 17.911], [-5.663, 6.793, 18.351], [-4.741, 4.491, 19.231], [-3.415, 6.463, 16.950], [-14.207, 4.792, 16.113], [-14.897, 4.411, 14.833], [-13.954, 4.228, 13.762], [-14.776, 4.099, 17.221], [-14.201, 5.873, 16.289], [-13.127, 4.608, 16.023], [-15.561, 5.228, 14.528], [-15.488, 3.503, 14.914], [-13.805, 5.085, 13.354], [-14.331, 4.397, 18.020]]}



{"formula": "C4H7N3", "method": "ωB97M-V/def2-TZVPD", "lumo_energy_ev": 0.895, "multiplicity": 1, "smiles": "CCc1c[nH]nn1", "largest_force_ev_per_a": 1.520, "molar_mass_g_mol": 97.12, "orbital_gap_ev": 10.04, "symbols": ["C", "C", "C", "C", "N", "N", "N", "H", "H", "H", "H", "H", "H", "H"], "positions_angstrom": [[-1.590, 0.828, 0.061], [-1.144, -0.661, 0.289], [0.388, -0.811, 0.375], [1.424, -0.958, -0.554], [2.163, 0.162, -0.354], [1.704, 0.902, 0.653], [0.705, 0.275, 1.137], [-2.653, 0.849, -0.212], [-1.467, 1.467, 0.945], [-1.041, 1.323, -0.752], [-1.608, -1.001, 1.218], [-1.484, -1.240, -0.559], [1.807, -1.701, -1.255], [2.906, 0.553, -0.907]]}



{"formula": "C16H29BiClLuN", "method": "ωB97M-V/def2-TZVPD", "lumo_energy_ev": 1.291, "multiplicity": 1, "largest_force_ev_per_a": 1.305, "total_charge": -1, "molar_mass_g_mol": 654.82, "orbital_gap_ev": 5.33, "symbols": ["Lu", "Cl", "C", "C", "H", "H", "H", "H", "H", "H", "Bi", "C", "C", "H", "H", "H", "H", "H", "C", "C", "C", "C", "C", "C", "C", "C", "N", "C", "C", "C", "C", "H", "H", "H", "H", "H", "H", "H", "H", "H", "H", "H", "H", "H", "H", "H", "H", "H", "H"], "positions_angstrom": [[1.081, -3.021, -3.169], [1.537, -1.243, -4.754], [-0.993, -3.711, -3.731], [2.568, -4.647, -3.693], [-0.919, -4.741, -4.111], [-1.720, -3.710, -2.912], [-1.387, -3.081, -4.539], [2.053, -5.579, -3.970], [3.171, -4.860, -2.798], [3.248, -4.371, -4.506], [0.517, -1.530, 0.138], [2.519, -0.801, 0.968], [1.059, -3.553, -0.792], [2.932, -1.666, 1.509], [3.159, -0.518, 0.122], [2.332, 0.040, 1.645], [1.897, -3.971, -0.214], [0.176, -4.202, -0.614], [-1.853, 3.688, 3.819], [-1.727, 2.435, 3.003], [-2.201, 1.221, 3.517], [-2.232, 0.062, 2.732], [-2.726, -1.235, 3.301], [-1.799, 0.139, 1.412], [-1.038, 1.267, 0.961], [-1.146, 2.463, 1.738], [-0.173, 1.057, -0.071], [0.570, 2.133, -0.776], [-0.398, 3.189, -1.304], [1.620, 2.781, 0.122], [1.281, 1.496, -1.966], [-2.906, 3.965, 3.959], [-1.430, 3.555, 4.821], [-1.345, 4.530, 3.343], [-2.576, 1.189, 4.544], [-2.347, -1.378, 4.321], [-3.825, -1.259, 3.356], [-2.403, -2.087, 2.689], [-2.026, -0.678, 0.709], [-0.722, 3.401, 1.374], [-0.953, 3.684, -0.503], [0.159, 3.955, -1.855], [-1.118, 2.721, -1.987], [2.345, 2.037, 0.476], [2.155, 3.539, -0.464], [1.176, 3.274, 0.989], [2.006, 0.729, -1.658], [0.578, 1.021, -2.663], [1.828, 2.271, -2.520]]}